This record from the Open Molecules 2025 dataset describes a cluster of 3 separate species, C4H12O3 in total in a non-equilibrium geometry. The level of theory is ωB97M-V/def2-TZVPD.

Atoms and positions in Å:
C: -1.63265 -0.65822 -1.28150
C: -0.63728 0.38597 -0.86329
C: -0.57041 1.09701 0.25439
C: 0.19373 2.39611 0.38654
O: -1.27452 0.60985 1.37961
H: -1.32923 -1.70193 -1.17548
H: -2.55929 -0.54478 -0.71429
H: -1.91187 -0.50608 -2.32459
H: 0.13158 0.51721 -1.62291
H: 1.13514 2.20352 0.89622
H: 0.35601 2.72234 -0.63251
H: -0.43634 3.14273 0.86733
H: -1.19252 1.39332 1.93699
O: 0.46271 -2.04794 1.34526
H: -0.31164 -1.44778 1.29641
H: 1.24328 -1.47668 1.22452
O: 2.76838 -1.17666 -1.43966
H: 2.87857 -1.69962 -0.64605
H: 1.87449 -0.85238 -1.32991

Properties
HOMO level	-9.0	eV
E_LUMO	0.484	eV
SMILES	C/C=C(/C)O.O.O
total charge	0
HOMO-LUMO gap	9.474	eV
relative energy (zero: lowest compared OMol25 entry of this formula, charge and spin)	22.5	kcal per mole

And the natural (NBO) charges, in e, turn out to be: number 1, C, carries -0.65; number 2, C, carries -0.29; number 3, C, carries 0.29; number 4, C, carries -0.68; number 5, O, carries -0.70; number 6, H, carries 0.23; number 7, H, carries 0.22; number 8, H, carries 0.22; number 9, H, carries 0.19; number 10, H, carries 0.23; number 11, H, carries 0.24; number 12, H, carries 0.22; number 13, H, carries 0.48; number 14, O, carries -0.95; number 15, H, carries 0.49; number 16, H, carries 0.46; number 17, O, carries -0.93; number 18, H, carries 0.46; number 19, H, carries 0.47

=====

This record from the Open Molecules 2025 dataset describes an isolated molecule of C5H12Si2 in a non-equilibrium geometry. The level of theory is ωB97M-V/def2-TZVPD.

Atoms and positions in Å:
C: 0.96514 1.54671 0.86499
Si: 1.35549 0.06447 -0.10377
C: 3.14389 -0.06088 -0.37756
C: 0.32110 -1.29809 -0.58290
C: -1.10970 -1.38045 0.22051
C: -2.47264 -0.55728 0.39414
Si: -3.31288 0.46383 -0.75083
H: 1.68191 2.42581 0.58775
H: -0.07742 1.86554 0.82990
H: 1.11743 1.18252 1.85142
H: 3.54254 -0.42268 -1.31014
H: 3.55308 0.95727 -0.42273
H: 3.71830 -0.68096 0.43527
H: 0.15457 -1.64091 -1.56720
H: -0.80484 -1.32194 1.28176
H: -1.39331 -2.36319 -0.11604
H: -2.67908 -0.54459 1.41481
H: -4.74840 0.90939 -0.59749
H: -2.95519 0.85544 -2.05187

Properties
HOMO level (alpha / beta)	-7.4 / -7.4	eV
E_LUMO (alpha / beta)	0.515 / 0.515	eV
SMILES	C[Si](C)=CCC=[SiH2]
total charge	0
HOMO-LUMO gap (alpha / beta)	7.881 / 7.881	eV
relative energy (zero: lowest compared OMol25 entry of this formula, charge and spin)	115.7	kcal per mole

And the natural (NBO) charges, in e, turn out to be: number 1, C, carries -1.18; number 2, Si, carries 1.62; number 3, C, carries -1.19; number 4, C, carries -0.95; number 5, C, carries -0.46; number 6, C, carries -0.81; number 7, Si, carries 0.92; number 8, H, carries 0.26; number 9, H, carries 0.27; number 10, H, carries 0.25; number 11, H, carries 0.27; number 12, H, carries 0.24; number 13, H, carries 0.26; number 14, H, carries 0.22; number 15, H, carries 0.18; number 16, H, carries 0.22; number 17, H, carries 0.22; number 18, H, carries -0.17; number 19, H, carries -0.18

=====

This record from the Open Molecules 2025 dataset describes a structure of composition C60H64MnN6O2S2 in a non-equilibrium geometry. The level of theory is ωB97M-V/def2-TZVPD.

Atoms and positions in Å:
Mn: -1.14801 1.43012 -0.12239
C: -4.21515 2.78875 2.25071
C: -4.42755 2.60757 0.74193
C: -3.59854 3.56531 -0.11316
N: -2.50106 2.90293 -0.82438
C: -2.08102 3.50380 -1.91017
C: -2.42441 4.85122 -2.24438
C: -2.36976 5.51906 -3.45459
C: -2.04914 5.05380 -4.72282
C: -1.54075 3.79029 -5.00355
C: -1.11045 2.78433 -4.16097
C: -1.14516 2.69152 -2.73439
N: -0.53798 1.78824 -2.03496
C: 0.15521 0.69707 -2.68668
C: -0.82990 -0.40562 -3.11371
C: -2.16948 -0.36663 -2.37844
N: -2.05226 -0.21632 -0.93457
C: -3.04767 -0.64496 -0.18785
C: -4.27552 -1.13236 -0.69843
C: -5.30351 -1.83330 -0.07185
C: -5.38991 -2.34798 1.20521
C: -4.47337 -2.09611 2.23139
C: -3.42808 -1.21081 2.28206
C: -2.90270 -0.34283 1.26968
N: -2.20753 0.72406 1.49252
C: -2.18610 1.34044 2.80991
C: -2.75050 2.74952 2.69609
H: -4.78413 2.01427 2.77744
H: -4.63879 3.75005 2.55932
H: -5.49031 2.72633 0.52005
H: -4.16648 1.59930 0.44018
H: -3.19060 4.37135 0.51238
H: -4.24452 4.04680 -0.85210
H: -2.79266 5.42896 -1.40588
H: -2.68708 6.55732 -3.40887
H: -2.21494 5.72333 -5.55723
H: -1.40923 3.56925 -6.05960
H: -0.68132 1.92753 -4.66378
H: 0.83408 0.26010 -1.95800
H: 0.77907 1.02562 -3.52601
H: -0.34945 -1.37287 -2.93508
H: -1.04563 -0.35289 -4.18400
H: -2.70250 -1.29040 -2.62065
H: -2.77341 0.46172 -2.77132
H: -4.45304 -0.88868 -1.73746
H: -6.15440 -2.04386 -0.71350
H: -6.23962 -2.97862 1.43578
H: -4.64751 -2.64201 3.15565
H: -2.90697 -1.15063 3.22885
H: -1.15150 1.37735 3.17214
H: -2.77377 0.78225 3.54217
H: -2.15344 3.30051 1.96906
H: -2.63873 3.25711 3.65946
C: 1.24063 -8.44674 -4.11429
C: 1.29949 -7.09294 -3.45556
C: 0.38367 -6.09851 -3.78475
C: 0.43103 -4.85495 -3.17078
C: 1.39160 -4.61277 -2.20128
C: 2.33093 -5.57776 -1.86925
C: 2.27237 -6.81228 -2.49578
S: 1.53530 -2.98724 -1.47069
O: 2.95451 -2.83799 -1.02635
C: 0.51229 -3.24173 0.00148
C: -0.77515 -3.80933 -0.20668
C: -1.60733 -4.02092 0.83963
C: -1.23893 -3.61459 2.14718
C: -2.12189 -3.78248 3.24280
C: -1.78253 -3.33904 4.48445
C: -0.53342 -2.70358 4.68828
C: 0.34193 -2.54639 3.65470
C: 0.01491 -3.00679 2.34980
C: 0.91873 -2.84889 1.24653
C: 2.30538 -2.37138 1.59106
C: 3.18430 -3.29164 2.23815
C: 2.85058 -4.66701 2.37556
C: 3.73034 -5.54247 2.93617
C: 4.99350 -5.09450 3.39691
C: 5.33940 -3.78365 3.27533
C: 4.44710 -2.85092 2.68610
C: 4.80316 -1.48546 2.51925
C: 3.97115 -0.63287 1.87042
C: 2.71237 -1.08735 1.40190
S: 1.69324 -0.11179 0.31263
O: 0.82850 0.83338 1.12158
C: 2.96381 0.88654 -0.43375
C: 3.59658 0.41947 -1.57789
C: 4.47114 1.25647 -2.25049
C: 4.71988 2.55301 -1.80207
C: 5.60515 3.47929 -2.59379
C: 4.11074 2.97612 -0.62370
C: 3.23310 2.14941 0.06359
H: 0.68425 -8.40834 -5.04961
H: 0.74702 -9.17200 -3.46390
H: 2.24064 -8.82603 -4.32456
H: -0.36592 -6.29084 -4.54368
H: -0.27222 -4.07995 -3.45689
H: 3.09780 -5.34396 -1.13977
H: 3.00502 -7.57151 -2.24483
H: -1.08257 -4.11031 -1.19805
H: -2.57060 -4.48889 0.68243
H: -3.08115 -4.25480 3.06620
H: -2.46759 -3.46274 5.31422
H: -0.27200 -2.33618 5.67272
H: 1.29276 -2.05728 3.82731
H: 1.88957 -5.01952 2.02207
H: 3.46625 -6.58850 3.02368
H: 5.68457 -5.79958 3.84075
H: 6.30637 -3.43312 3.61659
H: 5.75492 -1.13454 2.90048
H: 4.26394 0.39949 1.72457
H: 3.41165 -0.59229 -1.92305
H: 4.96659 0.89847 -3.14639
H: 6.50776 2.97085 -2.93519
H: 5.90115 4.34692 -2.00439
H: 5.07794 3.84241 -3.47829
H: 4.33061 3.96366 -0.23410
H: 2.78369 2.46469 0.99710
C: -0.23387 5.48579 2.70116
C: 0.26197 5.50314 1.25574
C: -0.08586 6.83752 0.60715
C: 1.77820 5.29016 1.22152
N: -0.48636 4.48958 0.48412
N: -0.11064 3.14240 0.73626
H: 0.15103 6.34797 3.24890
H: 0.09347 4.58690 3.23332
H: -1.32506 5.51323 2.72007
H: 0.30301 7.66629 1.20102
H: -1.16971 6.94465 0.52504
H: 0.34004 6.90729 -0.39819
H: 2.28880 6.10796 1.73552
H: 2.13970 5.26314 0.18853
H: 2.06932 4.36279 1.72031
H: -0.38305 4.65959 -0.51020
H: -0.23707 2.96446 1.72665
H: 0.86521 2.96100 0.53016

Properties
HOMO level (alpha / beta)	-5.9 / -5.8	eV
E_LUMO (alpha / beta)	-0.005 / -0.003	eV
total charge	0
<S²>	0.9183
2S+1	2
HOMO-LUMO gap (alpha / beta)	5.890 / 5.759	eV

Atom charges from the Mulliken analysis, given in e for atoms 1 to 99: number 1, Mn, carries 0.41; number 2, C, carries -1.58; number 3, C, carries -0.28; number 4, C, carries -1.02; number 5, N, carries -0.01; number 6, C, carries -0.03; number 7, C, carries -0.28; number 8, C, carries -0.82; number 9, C, carries -0.68; number 10, C, carries -0.62; number 11, C, carries -0.85; number 12, C, carries 1.79; number 13, N, carries 0.34; number 14, C, carries 0.13; number 15, C, carries 0.06; number 16, C, carries -1.51; number 17, N, carries 1.01; number 18, C, carries 0.39; number 19, C, carries -0.89; number 20, C, carries -0.58; number 21, C, carries -0.96; number 22, C, carries -0.40; number 23, C, carries -0.96; number 24, C, carries 0.81; number 25, N, carries 0.73; number 26, C, carries -1.63; number 27, C, carries 1.41; number 28, H, carries 0.53; number 29, H, carries 0.42; number 30, H, carries 0.51; number 31, H, carries -0.27; number 32, H, carries 0.30; number 33, H, carries 0.73; number 34, H, carries 0.40; number 35, H, carries 0.36; number 36, H, carries 0.33; number 37, H, carries 0.35; number 38, H, carries 0.12; number 39, H, carries -1.57; number 40, H, carries 0.77; number 41, H, carries -0.17; number 42, H, carries 0.38; number 43, H, carries 0.75; number 44, H, carries 0.35; number 45, H, carries 0.47; number 46, H, carries 0.37; number 47, H, carries 0.36; number 48, H, carries 0.61; number 49, H, carries 0.24; number 50, H, carries -0.03; number 51, H, carries 0.76; number 52, H, carries -1.51; number 53, H, carries 0.66; number 54, C, carries -1.46; number 55, C, carries 1.02; number 56, C, carries -1.05; number 57, C, carries -0.05; number 58, C, carries -0.21; number 59, C, carries -0.56; number 60, C, carries -0.91; number 61, S, carries 1.19; number 62, O, carries -0.70; number 63, C, carries 1.92; number 64, C, carries -0.93; number 65, C, carries -1.21; number 66, C, carries 1.02; number 67, C, carries -0.67; number 68, C, carries -0.85; number 69, C, carries -1.02; number 70, C, carries -1.17; number 71, C, carries 0.83; number 72, C, carries -0.72; number 73, C, carries 0.14; number 74, C, carries 0.80; number 75, C, carries -1.01; number 76, C, carries -0.97; number 77, C, carries -0.56; number 78, C, carries -1.10; number 79, C, carries 0.92; number 80, C, carries -1.40; number 81, C, carries -0.77; number 82, C, carries 0.72; number 83, S, carries 1.53; number 84, O, carries -1.11; number 85, C, carries 0.16; number 86, C, carries -0.55; number 87, C, carries -0.90; number 88, C, carries 1.12; number 89, C, carries -1.73; number 90, C, carries -1.22; number 91, C, carries -0.99; number 92, H, carries 0.37; number 93, H, carries 0.28; number 94, H, carries 0.38; number 95, H, carries 0.36; number 96, H, carries 0.41; number 97, H, carries 0.51; number 98, H, carries 0.38; number 99, H, carries 0.28